(1)
This record from the OMol25 dataset describes a molecular structure, C21H27As2N5Pt. The level of theory is wB97M-V/def2-TZVPD.

XYZ file:
```
56
Properties=species:S:1:pos:R:3:forces:R:3
Pt 0.009 0.928 -0.262 -0.1 -0.2 0.3
C 3.346 -0.072 -0.996 0.0 0.0 0.0
As 2.151 0.260 0.475 0.1 -0.1 0.0
C 1.982 -1.364 1.489 0.0 0.0 0.0
C 2.831 1.691 1.544 -0.1 0.0 0.0
C 3.809 1.521 2.512 0.0 0.0 0.0
C 4.270 2.641 3.199 0.0 0.0 0.0
C 3.759 3.901 2.923 0.0 0.1 0.0
C 2.775 4.074 1.952 0.0 0.0 0.0
C 2.317 2.959 1.267 0.0 0.0 0.0
As 1.021 3.058 -0.138 0.1 0.1 0.0
C -0.340 4.352 0.282 0.0 0.0 0.0
C 1.860 3.585 -1.796 0.0 0.0 0.0
H 4.246 -0.533 -0.586 0.0 0.0 0.0
H 3.619 0.867 -1.473 0.0 0.0 0.0
H 2.882 -0.749 -1.711 0.0 0.0 0.0
H 2.990 -1.703 1.738 0.0 0.0 0.0
H 1.503 -2.128 0.879 0.0 0.0 0.0
H 1.429 -1.175 2.406 0.0 0.0 0.0
H 4.220 0.545 2.741 0.0 0.0 0.0
H 5.033 2.524 3.957 0.0 0.0 0.0
H 4.123 4.761 3.470 0.0 0.0 0.0
H 2.388 5.065 1.752 0.0 0.0 0.0
H -0.693 4.207 1.300 0.0 0.0 0.0
H -1.154 4.271 -0.438 0.0 0.0 0.0
H 0.102 5.346 0.189 0.0 0.0 0.0
H 2.785 4.112 -1.559 0.0 0.0 0.0
H 1.190 4.256 -2.332 0.0 0.0 0.0
H 2.081 2.714 -2.408 0.0 0.0 0.0
N -4.614 0.021 -0.217 -0.1 0.2 0.3
C -3.527 -0.683 0.458 1.2 -1.2 -0.1
N -2.293 -0.291 -0.358 -0.1 1.3 0.3
C -2.729 0.302 -1.414 -0.5 -0.1 -0.4
C -2.022 0.675 -2.632 0.0 0.0 0.3
C -2.728 1.298 -3.589 -0.2 0.0 0.0
C -4.168 1.559 -3.452 0.1 0.0 -0.1
C -4.914 1.189 -2.377 0.0 0.0 0.1
C -4.214 0.533 -1.352 0.4 0.0 -0.2
H -5.564 0.087 0.134 0.0 -0.2 -0.1
H -2.342 -0.761 2.223 0.0 -0.1 0.0
H -0.981 0.401 -2.763 0.0 0.0 0.0
H -2.259 1.586 -4.521 0.0 0.0 0.0
H -4.665 2.046 -4.285 0.0 0.0 0.0
H -5.982 1.360 -2.337 0.0 0.0 0.0
N -5.250 -0.920 3.453 0.0 -0.1 0.0
C -4.315 -1.437 2.715 -0.2 0.1 0.0
C -3.372 -0.508 1.966 -0.3 0.3 0.2
N -3.537 -2.034 -0.009 -0.2 -0.4 -1.6
C -3.596 -3.214 0.412 -0.2 0.2 1.0
C -3.899 -3.598 1.827 0.0 0.2 0.3
N -4.223 -2.785 2.757 0.2 -0.1 -0.2
H -5.391 0.077 3.560 0.0 0.0 0.0
H -5.843 -1.536 4.009 0.0 0.0 0.0
H -3.557 0.519 2.287 0.1 0.0 -0.1
H -3.352 -4.026 -0.272 -0.3 0.0 -0.1
H -3.836 -4.650 2.097 0.1 0.0 0.0
```
Forces are in eV/Å.

Calculated values
Kohn-Sham gap = 5.87 eV
charge = +4
DFT total energy = -154546.7505 eV
highest occupied orbital energy = -0.7275 hartree

Atom charges from the Mulliken analysis, given in e for atoms 1 to 4: 0.70, -0.96, 0.25, -1.05

***

(2)
This record from the OMol25 dataset describes a molecular structure, C21H27B2BeF8N3O2. The level of theory is wB97M-V/def2-TZVPD.

XYZ file:
```
64
Properties=species:S:1:pos:R:3:forces:R:3
Be -12.868 22.263 -6.271 0.0 0.3 -0.3
B -13.681 19.712 -9.460 1.9 -0.6 -0.1
F -14.359 20.729 -8.878 -1.8 2.5 1.2
F -13.165 20.038 -10.674 0.7 1.0 -1.4
F -12.620 19.477 -8.550 1.1 -0.1 0.9
F -14.406 18.604 -9.606 -1.8 -2.0 0.2
B -11.978 25.215 -3.893 0.2 2.7 0.9
F -11.980 23.969 -3.477 -0.3 -5.3 0.6
F -13.174 25.778 -3.607 -2.1 1.1 0.5
F -10.950 25.834 -3.259 1.6 1.3 1.0
F -11.770 25.312 -5.219 0.3 -0.7 -3.8
N -16.647 23.150 -4.950 -1.7 0.7 0.2
C -16.958 23.178 -3.601 -0.7 0.0 -2.0
C -18.249 23.455 -3.159 0.5 0.2 -0.2
C -19.273 23.646 -4.067 -0.1 0.3 -0.6
C -19.040 23.558 -5.436 2.4 0.3 0.3
C -17.658 23.424 -5.855 -1.0 -1.1 2.5
H -16.216 22.982 -2.842 0.5 0.0 -0.4
H -18.442 23.609 -2.108 0.1 -0.2 0.1
H -20.234 23.986 -3.711 -0.2 -0.3 0.0
H -19.834 23.713 -6.151 0.1 0.0 -0.1
H -17.471 23.443 -6.918 0.6 -0.1 0.0
N -8.921 22.571 -7.586 2.0 -0.7 0.9
C -8.090 22.913 -6.535 0.0 -0.4 -1.3
C -6.675 22.684 -6.475 -2.5 -0.1 -0.4
C -6.136 22.013 -7.546 -0.3 -1.0 -1.2
C -6.950 21.606 -8.631 -1.0 0.9 1.0
C -8.345 21.872 -8.602 1.5 0.9 0.8
H -8.575 23.399 -5.701 -0.1 0.1 0.0
H -6.141 22.967 -5.580 0.1 0.0 -0.1
H -5.111 21.676 -7.590 0.3 0.4 0.2
H -6.525 21.154 -9.516 0.0 -0.2 0.1
H -8.911 21.586 -9.477 -0.5 0.0 0.2
N -13.157 25.070 -9.296 0.3 3.5 -2.0
C -13.575 26.377 -9.075 0.9 -1.9 0.8
C -13.293 27.471 -9.888 0.1 -0.7 -0.2
C -12.565 27.264 -11.060 -0.3 -0.7 0.1
C -12.190 25.959 -11.432 -0.8 1.6 1.7
C -12.507 24.968 -10.488 -0.5 -1.7 -0.1
H -14.052 26.440 -8.108 -0.3 0.6 0.0
H -13.643 28.461 -9.634 0.0 0.0 0.2
H -12.357 28.107 -11.703 0.1 0.0 -0.1
H -11.703 25.871 -12.392 0.1 -0.8 0.2
H -12.374 23.924 -10.729 0.6 -0.2 -0.3
C -7.910 18.636 -3.864 0.0 -0.1 -0.1
C -9.068 19.362 -3.260 -1.7 1.0 0.7
O -10.055 19.673 -3.915 1.1 -0.4 0.2
C -9.088 19.771 -1.746 0.7 -1.3 -1.5
H -7.709 19.084 -4.838 0.3 0.2 0.1
H -8.187 17.613 -4.117 -0.1 -0.1 0.3
H -7.055 18.638 -3.188 0.1 0.0 -0.3
H -9.777 19.058 -1.293 -0.6 0.5 0.1
H -9.380 20.820 -1.722 -0.1 -0.3 0.5
H -8.147 19.520 -1.257 0.2 0.6 -0.1
C -15.175 16.633 -4.851 -0.9 0.4 -0.5
C -15.614 18.112 -5.003 1.8 -1.8 1.3
O -14.711 18.921 -4.954 -0.7 0.8 -0.3
C -17.060 18.377 -5.232 0.6 1.4 -0.3
H -15.085 16.256 -3.832 0.0 0.5 0.2
H -14.212 16.511 -5.347 -0.2 -0.1 -0.1
H -16.002 16.077 -5.293 0.4 -0.5 -0.3
H -17.043 18.587 -6.302 -0.6 -0.4 -0.4
H -17.260 19.366 -4.821 -0.4 -0.1 0.3
H -17.759 17.601 -4.922 0.3 0.1 -0.2
```
Forces are in eV/Å.

Calculated values
Kohn-Sham gap = 2.95 eV
charge = 0
DFT total energy = -54274.8717 eV
highest occupied orbital energy = -0.3613 hartree

Atom charges from the Mulliken analysis, given in e for atoms 1 to 4: 1.34, 0.53, -0.32, -0.38

***

(3)
This record from the OMol25 dataset describes a molecular structure, C21H27B2BeF8N3O2. The level of theory is wB97M-V/def2-TZVPD.

XYZ file:
```
64
Properties=species:S:1:pos:R:3:forces:R:3
Be -0.075 -0.102 0.032 -1.0 1.0 -0.2
B 0.045 2.228 -1.411 0.5 1.1 -0.6
F -0.749 2.609 -2.479 0.0 -0.1 0.3
F 0.897 3.245 -0.996 -0.2 -0.1 0.0
F -0.740 1.780 -0.314 0.4 -0.8 0.2
F 0.798 1.085 -1.728 0.0 -0.6 0.1
B -0.115 -2.595 1.226 0.0 -0.6 0.6
F -0.368 -2.496 -0.154 0.1 0.3 -0.1
F 1.256 -2.476 1.452 0.2 -0.2 0.0
F -0.710 -1.414 1.777 -0.1 0.6 -0.7
F -0.657 -3.727 1.792 0.1 0.2 -0.2
N -1.902 -0.564 -1.489 0.9 0.8 1.1
C -1.847 -0.226 -2.771 -0.4 -0.2 -0.1
C -2.921 -0.474 -3.618 0.0 -0.6 -1.0
C -4.042 -1.139 -3.170 0.2 0.4 1.0
C -4.110 -1.399 -1.803 -0.6 -0.4 -0.9
C -3.037 -1.075 -1.013 -0.1 -0.2 0.4
H -0.951 0.252 -3.129 0.0 0.0 0.1
H -2.876 -0.320 -4.689 0.4 0.5 0.1
H -4.863 -1.395 -3.825 0.1 0.0 -0.1
H -4.986 -1.913 -1.429 0.1 0.1 0.4
H -3.125 -1.229 0.052 0.5 -0.2 0.0
N 0.508 0.986 2.192 0.6 -0.2 -1.2
C 0.202 2.243 2.505 -0.9 0.0 0.1
C 0.413 2.778 3.767 0.1 -0.6 -0.5
C 1.098 1.998 4.691 -0.6 0.7 0.6
C 1.460 0.705 4.375 0.1 0.4 -0.7
C 1.175 0.266 3.084 0.6 -0.3 0.7
H -0.308 2.817 1.740 0.0 -0.1 0.0
H -0.021 3.738 4.003 0.4 0.2 0.1
H 1.277 2.470 5.651 0.2 -0.4 0.2
H 2.008 0.055 5.041 0.0 0.1 0.1
H 1.612 -0.678 2.786 -0.6 -0.2 -0.3
N 1.241 -1.432 -2.154 1.4 0.0 -0.1
C 2.105 -2.289 -1.618 -0.6 -1.7 0.2
C 2.922 -3.172 -2.338 -0.6 0.5 0.0
C 2.850 -3.132 -3.714 0.0 -0.2 0.2
C 2.076 -2.133 -4.298 0.5 -0.4 -0.2
C 1.373 -1.278 -3.484 -1.3 0.1 0.3
H 1.959 -2.596 -0.589 0.2 0.8 0.2
H 3.406 -3.954 -1.770 0.3 0.0 -0.2
H 3.289 -3.923 -4.309 0.2 0.2 -0.1
H 1.987 -2.111 -5.375 -0.1 0.3 0.0
H 0.708 -0.534 -3.903 0.2 0.1 -0.2
C -4.193 -0.129 2.129 1.0 -0.6 0.0
C -3.286 0.993 1.699 -0.5 0.8 0.2
O -2.192 0.841 1.217 -0.5 -0.6 0.4
C -3.820 2.382 1.940 0.3 0.5 0.2
H -3.552 -1.012 2.170 -0.3 -0.2 -0.1
H -4.993 -0.264 1.402 -0.1 0.0 0.1
H -4.586 0.029 3.132 -0.2 0.2 -0.1
H -3.756 2.602 3.011 -0.2 -0.2 0.0
H -4.860 2.510 1.640 0.0 -0.1 0.0
H -3.193 3.130 1.456 0.0 -0.1 -0.2
C 4.526 0.458 1.234 0.3 -0.6 0.4
C 3.458 0.614 0.188 0.8 0.5 0.1
O 2.405 0.033 0.313 -0.7 -0.2 -0.1
C 3.795 1.566 -0.919 -1.1 0.5 -1.2
H 4.151 -0.181 2.033 0.0 0.2 0.1
H 4.867 1.420 1.621 -0.2 0.1 0.0
H 5.435 -0.020 0.859 -0.1 0.0 -0.4
H 4.616 1.266 -1.570 0.3 -0.2 0.5
H 3.963 2.580 -0.551 0.4 -0.2 0.3
H 2.952 1.700 -1.600 -0.1 -0.3 0.2
```
Forces are in eV/Å.

Calculated values
Kohn-Sham gap = 9.94 eV
charge = 0
DFT total energy = -54286.7629 eV
highest occupied orbital energy = -0.3462 hartree

Atom charges from the Mulliken analysis, given in e for atoms 1 to 4: 2.09, -0.32, -0.37, -0.44

***

(4)
This record from the OMol25 dataset describes a molecular structure, C21H27F4GdN3O5S. The level of theory is wB97M-V/def2-TZVPD.

XYZ file:
```
62
Properties=species:S:1:pos:R:3:forces:R:3
Gd 0.204 -0.668 0.632 -0.8 0.0 2.0
C 0.117 -3.760 0.534 0.1 0.0 -0.1
C -1.370 -3.491 0.378 -0.1 -0.1 0.0
N -1.794 -2.240 1.045 0.2 0.1 0.0
C -3.042 -1.700 0.447 0.1 0.0 0.0
C -4.195 -2.689 0.379 -0.1 0.0 0.0
C -1.902 -2.399 2.518 -0.1 -0.1 0.0
C -1.290 -1.235 3.289 0.1 0.1 0.1
N 0.097 -1.143 2.853 0.5 0.6 0.5
C 0.993 -0.170 3.277 -0.7 -1.1 -0.2
C 2.254 -0.222 2.664 0.5 0.4 0.3
F 2.491 -1.205 1.748 -0.2 0.0 0.1
C 3.235 0.725 2.893 -0.1 -0.3 -0.1
F 4.398 0.586 2.269 0.1 0.1 0.0
C 3.013 1.782 3.751 0.0 0.0 0.0
C 1.773 1.849 4.359 0.0 -0.1 -0.1
F 1.480 2.889 5.155 0.0 0.1 0.1
C 0.789 0.908 4.142 0.1 0.2 0.1
F -0.414 1.089 4.717 -0.1 0.0 0.0
H 0.370 -4.736 0.120 0.0 0.0 0.1
H 0.440 -3.733 1.576 0.0 0.0 0.0
H 0.731 -3.076 -0.064 0.1 0.0 0.0
H -1.929 -4.348 0.767 -0.1 0.1 0.0
H -1.620 -3.401 -0.680 0.0 0.0 0.0
H -2.795 -1.344 -0.556 0.0 0.0 0.0
H -3.315 -0.818 1.026 0.0 0.0 0.0
H -3.973 -3.535 -0.271 0.0 0.0 0.0
H -5.074 -2.194 -0.034 0.0 0.0 0.0
H -4.474 -3.080 1.358 0.0 0.0 0.0
H -1.381 -3.313 2.805 0.0 0.0 0.0
H -2.950 -2.513 2.807 0.0 0.0 0.0
H -1.349 -1.438 4.363 0.0 -0.1 0.0
H -1.868 -0.320 3.116 0.0 0.0 0.0
H 3.784 2.514 3.942 0.0 0.0 0.0
C 1.989 1.903 -7.337 0.0 0.0 0.0
C 1.754 1.330 -5.969 0.0 0.1 0.0
C 2.080 0.014 -5.675 0.0 -0.1 0.0
C 1.871 -0.515 -4.407 0.0 0.2 -0.1
C 1.322 0.298 -3.427 0.1 0.2 -0.2
C 0.983 1.623 -3.694 0.0 -0.1 0.1
C 1.201 2.124 -4.959 0.0 0.1 -0.1
S 1.073 -0.395 -1.854 0.0 0.2 -1.4
O 1.723 0.428 -0.805 0.1 0.0 -0.5
O 1.587 -1.743 -1.874 -0.1 -0.2 0.3
O -0.403 -0.382 -1.542 0.4 0.0 -1.0
H 2.267 1.129 -8.049 0.0 0.0 0.0
H 2.787 2.647 -7.320 0.0 0.0 0.0
H 1.091 2.400 -7.709 0.0 0.0 0.0
H 2.508 -0.612 -6.448 0.0 0.0 0.0
H 2.130 -1.539 -4.185 0.0 0.0 0.0
H 0.556 2.251 -2.923 0.0 0.0 0.0
H 0.940 3.152 -5.179 0.0 0.0 0.0
N -0.430 4.178 2.011 0.0 -0.1 -0.1
C -1.543 3.289 1.483 0.3 0.6 0.3
C -0.895 1.955 1.152 -0.4 -0.6 0.2
O 0.350 1.898 1.209 0.3 0.1 0.0
O -1.650 0.989 0.913 0.2 0.1 0.0
H -0.516 4.341 3.012 0.0 0.0 0.1
H -0.389 5.081 1.545 0.0 0.0 0.0
H 0.460 3.645 1.833 -0.4 -0.1 0.0
H -1.988 3.766 0.614 0.0 -0.1 -0.1
H -2.293 3.175 2.259 0.0 -0.1 0.0
```
Forces are in eV/Å.

Calculated values
2S+1 = 8
Kohn-Sham gap (spin up / spin down) = 7.80 / 5.81 eV
charge = +1
DFT total energy = -79458.9582 eV
highest occupied orbital energy (spin up / spin down) = -0.3976 / -0.3865 hartree

Atom charges from the Mulliken analysis, given in e for atoms 1 to 4: -0.26, -1.01, -0.81, 1.23

***

Question: The highest charge belongs to which entry?
Answer: C21H27As2N5Pt

***

Question: What is the formula in the first record?
Answer: C21H27As2N5Pt

***

Question: Look up the charge of the second one.
Answer: 0

***

Question: Which of these has the highest DFT total energy?
Answer: number 2